# C53H48F5GeIN5PPbS3

A molecular structure, C53H48F5GeIN5PPbS3 (the ωB97M-V functional and the def2-TZVPD basis, the OMol25 dataset).

Structure (ORCA input):
```
! RIJCOSX wB97M-V def2-TZVPD def2/J DEFGRID3
* xyz -2 1
Pb -3.32372 3.64096 25.39718
C -2.41890 7.38092 26.34146
N -3.24497 8.27051 25.52057
C -2.52922 8.73418 24.29627
C -3.28737 8.60997 23.00807
N -3.50267 7.25332 22.62953
C -4.68946 6.98769 21.74963
C -2.32714 6.50850 22.23282
C -1.17317 7.22334 21.88031
C 0.00530 6.60133 21.53567
C 0.02459 5.20412 21.54006
C -1.09091 4.49950 21.92286
C -2.30967 5.11587 22.24413
S -3.76998 4.08106 22.72255
C -3.82183 9.29270 26.25587
C -3.12935 10.10271 27.20311
C -3.68387 11.11713 27.95348
C -5.03812 11.44038 27.76331
C -5.76916 10.74837 26.77467
C -5.14626 9.73184 26.03327
S -6.21512 8.82921 24.80081
H -2.98400 6.95701 27.18194
H -1.46728 7.84679 26.77132
H -2.06090 6.68762 25.66627
H -1.62948 8.15563 24.12741
H -2.20515 9.74471 24.44364
H -2.77247 9.13292 22.14366
H -4.23244 9.07606 23.09504
H -4.94498 5.82643 21.78304
H -4.61993 7.30117 20.68204
H -5.42783 7.59831 22.28985
H -1.19007 8.21638 21.57902
H 0.86597 7.15919 21.15039
H 0.87621 4.52733 21.25662
H -0.93257 3.46166 22.04461
H -2.11921 9.84177 27.30698
H -3.17834 11.64862 28.71212
H -5.58163 12.27013 28.31770
H -6.81925 10.96666 26.72996
N -1.00829 -4.32050 18.95283
C -1.29825 -3.50632 19.71539
C -1.57154 -2.50011 20.67466
C -2.17728 -2.76055 21.85669
C -2.44910 -1.79719 22.77530
C -2.18912 -0.39632 22.53227
C -1.60783 -0.15942 21.24756
C -1.39190 -1.14214 20.30917
C -2.49398 0.66988 23.48001
C -3.86518 0.81023 23.73455
C -5.03501 0.18505 23.18090
C -6.16464 0.82288 23.68917
C -5.69752 1.82551 24.54848
N -4.36579 1.84299 24.54283
C -1.36841 1.44322 23.97910
C 0.02135 1.13400 23.87735
C 0.70670 2.18408 24.44435
C -0.19383 3.08168 24.95062
N -1.48093 2.54815 24.75016
H -2.38155 -3.72727 22.19088
H -2.88165 -1.94329 23.71671
H -1.51444 0.90310 21.04143
H -1.04794 -0.65893 19.38070
H -4.89391 -0.63996 22.51161
H -7.24761 0.52120 23.55408
H -6.31383 2.52305 25.18525
H 0.34925 0.37193 23.23569
H 1.78420 2.26101 24.53051
H -0.09673 4.01114 25.47595
F -10.56657 6.72892 29.59882
C -9.52847 6.73808 28.71616
C -8.33733 7.29806 29.06051
F -8.15803 7.84806 30.30253
C -7.29904 7.32517 28.10236
F -6.18281 7.96979 28.39805
C -7.43901 6.76311 26.82966
S -6.21986 6.82437 25.54665
C -8.72938 6.28613 26.52676
F -9.07881 5.98105 25.28083
C -9.73312 6.25077 27.40171
F -10.98582 5.95386 26.92730
C -5.06641 0.16795 27.05531
P -3.52243 1.06337 27.45177
C -3.57482 0.84239 29.27483
C -2.32321 -0.37759 27.18927
H -5.13116 -0.80452 27.46907
H -5.12841 0.16713 25.98282
H -5.93089 0.74288 27.42814
H -3.60969 -0.20888 29.52370
H -4.40472 1.25770 29.75264
H -2.68003 1.16841 29.77762
H -2.03624 -0.43006 26.05083
H -2.80700 -1.32750 27.46928
H -1.31989 -0.26965 27.64110
I 9.08077 1.73907 18.42320
Ge -2.86071 4.98402 30.60743
C -2.29469 6.95819 30.36408
C -3.19910 8.05407 30.45757
C -2.75077 9.36995 30.39464
C -1.41486 9.69789 30.26035
C -0.54963 8.65698 30.02385
C -0.95015 7.33051 30.02511
C -0.96382 4.20836 30.61227
C -0.55088 3.53946 29.44462
C 0.72822 2.95628 29.37581
C 1.57738 3.15708 30.46162
C 1.22049 3.83566 31.64465
C -0.07367 4.38050 31.64670
H -3.06990 5.03440 32.27932
H -4.22649 7.79653 30.56891
H -3.48611 10.18010 30.56745
H -1.00661 10.68899 30.49036
H 0.56409 8.89633 29.99087
H -0.21227 6.58712 30.04449
H -1.28494 3.27129 28.69681
H 1.08489 2.31788 28.55654
H 2.61652 2.90257 30.29009
H 1.95374 3.99844 32.42336
H -0.43730 4.91371 32.52522
*
```

DFT total energy   -6924.81858 a.u.

Atomic partial charges in e from the Löwdin method, atoms 1 to 5: 0.980, -0.067, -0.145, -0.130, -0.237



# C53H49BrMnN2O6

A molecular structure, C53H49BrMnN2O6 (the ωB97M-V functional and the def2-TZVPD basis, the OMol25 dataset).

Structure (ORCA input):
```
! RIJCOSX wB97M-V def2-TZVPD def2/J DEFGRID3
* xyz -2 2
Mn 0.08287 1.29685 0.05866
C 2.86929 -4.85564 0.50498
C 2.03898 -3.99597 -0.47434
C 1.92273 -4.72768 -1.81345
O 0.76125 -3.77593 0.08295
C 0.68037 -2.45592 0.63857
C 2.13465 -1.92679 0.38755
O 2.61100 -2.73467 -0.67577
C 2.57820 -0.42143 0.21558
O 1.66772 0.43244 0.74095
C 3.86737 -0.22079 1.04314
C 4.02235 1.01729 1.65572
C 5.09675 1.27365 2.48538
C 6.04573 0.29141 2.71657
C 5.92209 -0.93244 2.08070
C 4.84743 -1.18581 1.24192
C 2.88832 -0.14738 -1.26209
C 4.18483 0.00442 -1.73746
C 4.41867 0.30579 -3.06848
C 3.36328 0.44839 -3.95172
C 2.06744 0.30905 -3.48643
C 1.83349 0.03010 -2.15072
C -0.73264 -1.80258 0.22257
O -0.65918 -0.49111 -0.03565
C -1.29869 -2.49896 -1.02650
C -0.54743 -2.52952 -2.19297
C -1.05678 -3.07913 -3.35478
C -2.34233 -3.59163 -3.37813
C -3.11842 -3.52048 -2.23588
C -2.60258 -2.97944 -1.07185
C -1.66166 -2.19888 1.41092
C -2.59276 -1.34434 2.02436
C -3.21701 -1.79748 3.18628
C -3.02942 -3.07499 3.68032
C -2.21873 -3.95698 2.99284
C -1.54725 -3.50888 1.87260
H 2.39937 -5.83080 0.59817
H 2.89565 -4.38602 1.48425
H 3.88396 -4.96695 0.13265
H 1.37418 -5.65380 -1.66904
H 2.91802 -4.93663 -2.19599
H 1.38514 -4.10841 -2.52209
H 0.62036 -2.54298 1.73424
H 2.64289 -2.25365 1.31355
H 3.26155 1.76172 1.47716
H 5.18334 2.24038 2.96141
H 6.87843 0.47791 3.38415
H 6.66638 -1.70202 2.24725
H 4.78228 -2.13821 0.73368
H 5.02626 -0.09701 -1.06805
H 5.43660 0.43496 -3.41512
H 3.55058 0.67470 -4.99368
H 1.23080 0.42702 -4.16190
H 0.81076 -0.03530 -1.79027
H 0.45080 -2.11965 -2.18051
H -0.44962 -3.10230 -4.25163
H -2.73952 -4.03466 -4.28269
H -4.13895 -3.88308 -2.25068
H -3.22854 -2.93557 -0.19199
H -3.11979 -0.22754 0.33222
H -3.88067 -1.14539 3.72663
H -3.54263 -3.38812 4.58181
H -2.09634 -4.97981 3.32767
H -0.92260 -4.19563 1.32326
C 0.47905 2.11669 4.24111
C 1.28400 3.26832 4.27610
C 1.59252 3.86158 3.06860
C 1.07588 3.37184 1.87267
N 0.20718 2.28830 1.85610
C -0.00819 1.67889 3.03535
C 1.45377 3.82847 0.55636
C 2.20071 4.98229 0.29460
C 2.59074 5.28023 -0.99434
C 2.20551 4.45120 -2.03715
C 1.42943 3.32739 -1.78503
C 1.05283 2.95944 -0.49490
H 0.23809 1.58244 5.14894
H 1.66662 3.65344 5.21210
H 2.26317 4.70938 3.04041
H -0.61931 0.78404 3.00993
H 2.48181 5.64500 1.10302
H 3.18715 6.16435 -1.19164
H 2.51123 4.68250 -3.05139
H 1.11295 2.72519 -2.63205
C -3.75854 1.35192 3.35170
C -4.04885 0.86934 1.91800
C -5.41174 0.17127 1.81604
C -4.09345 2.09158 0.99149
C -2.91939 -0.02235 1.38759
H -4.61113 1.19100 4.01193
H -3.53057 2.41430 3.35280
H -2.89540 0.84265 3.76765
H -6.20603 0.85711 2.11684
H -5.47042 -0.72105 2.43285
H -5.59027 -0.12714 0.78464
H -4.81357 2.82509 1.35099
H -4.37293 1.79808 -0.01873
H -3.11601 2.56520 0.93296
H -2.01430 0.59456 1.37844
Br -5.09985 4.41357 -5.80319
C -4.12615 3.13250 -4.73911
C -4.05750 1.83006 -5.18903
N -3.40415 0.88273 -4.49167
C -2.81663 1.24515 -3.36229
C -2.83094 2.53279 -2.84048
C -3.53062 3.52886 -3.56651
C -2.13278 2.89181 -1.55522
O -2.28498 4.02212 -1.08785
O -1.44455 1.94262 -1.05340
H -4.52196 1.51282 -6.11321
H -2.29702 0.45804 -2.82835
H -3.56405 4.53673 -3.18443
*
```

Energy above the lowest of the compared OMol25 structures with the same formula, charge and spin   0.263 eV
DFT total energy   -6335.03369 a.u.
<S²>   1.05

Atomic partial charges in e from the Löwdin method, atoms 1 to 5: 0.638, 0.008, -0.591, 0.024, -0.049



# C53H49F7N2O

10 unconnected molecules or ions with the total composition C53H49F7N2O (the ωB97M-V functional and the def2-TZVPD basis, the OMol25 dataset).

Structure (ORCA input):
```
! RIJCOSX wB97M-V def2-TZVPD def2/J DEFGRID3
* xyz 0 1
F 18.11542 -2.86468 15.38585
C 17.04261 -3.62396 15.01971
C 17.16030 -4.49577 13.96517
C 16.04845 -5.28381 13.64492
C 14.90424 -5.19949 14.40146
C 14.87326 -4.39897 15.53940
C 15.91948 -3.54823 15.83768
H 18.00035 -4.38935 13.28965
H 16.05171 -5.92693 12.77472
H 14.01697 -5.70293 14.03799
H 13.94160 -4.28271 16.08157
H 15.86606 -2.89709 16.69774
F 19.65498 -5.81264 8.74163
C 20.48811 -6.23560 9.72084
C 21.82362 -6.37859 9.42390
C 22.69220 -6.73075 10.46553
C 22.18701 -6.94481 11.73803
C 20.82528 -6.84220 11.99539
C 19.93897 -6.51385 10.97888
H 22.15436 -6.06938 8.44141
H 23.73954 -6.95152 10.30397
H 22.89836 -7.11966 12.53248
H 20.46275 -7.00246 13.00345
H 18.89679 -6.32579 11.19276
F 23.16601 -3.60296 17.64683
C 23.80644 -2.46816 17.34069
C 24.69958 -1.90795 18.24004
C 25.16010 -0.60982 18.00361
C 24.70527 0.09988 16.90033
C 23.84690 -0.47731 15.96975
C 23.38938 -1.74198 16.23942
H 24.97815 -2.46670 19.12433
H 25.82020 -0.15925 18.73049
H 25.18213 1.05737 16.71951
H 23.47573 0.05024 15.10356
H 22.60486 -2.14642 15.60444
F 18.36359 -4.04623 19.24387
C 18.16739 -5.28653 19.71782
C 17.14778 -5.47712 20.64215
C 16.88758 -6.74223 21.12781
C 17.69759 -7.81339 20.72253
C 18.74622 -7.58482 19.84842
C 18.99665 -6.31276 19.34508
H 16.54217 -4.63606 20.95716
H 16.04032 -6.92342 21.77415
H 17.35575 -8.79891 21.00948
H 19.29358 -8.45239 19.50162
H 19.84792 -6.06284 18.72744
F 22.09184 -6.85436 21.81203
C 23.11233 -6.55962 21.00069
C 23.06079 -6.79624 19.62523
C 24.03728 -6.23225 18.79925
C 25.13543 -5.64115 19.40542
C 25.24289 -5.48544 20.77111
C 24.22878 -5.99319 21.57043
H 22.13380 -7.24596 19.28545
H 23.96284 -6.30898 17.72545
H 25.96113 -5.25295 18.81536
H 26.06642 -4.93612 21.20430
H 24.26376 -5.86462 22.64671
F 16.89941 -1.33832 10.63164
C 18.04462 -1.82631 11.15789
C 18.38747 -1.45628 12.43105
C 19.52696 -2.05304 12.95851
C 20.31187 -2.90281 12.22292
C 19.96674 -3.21831 10.91891
C 18.82340 -2.65314 10.35075
H 17.77254 -0.76632 12.99068
H 19.91190 -1.64610 13.88801
H 21.16468 -3.33806 12.73270
H 20.63567 -3.83222 10.33573
H 18.49352 -2.88029 9.34792
F 26.27590 -8.10011 11.87184
C 26.22830 -8.99205 12.86809
C 25.18593 -8.96586 13.75872
C 25.25702 -9.77061 14.88292
C 26.26319 -10.72488 15.01336
C 27.27656 -10.78666 14.05745
C 27.29534 -9.86821 13.01782
H 24.36617 -8.27145 13.62212
H 24.44531 -9.81977 15.59920
H 26.25379 -11.48763 15.77929
H 28.06067 -11.51878 14.19341
H 28.10633 -9.73265 12.31294
C 21.94678 -5.40029 15.45278
C 20.74174 -4.77468 15.70449
C 19.66984 -5.57447 16.06476
N 19.72626 -6.90631 16.20112
C 20.91611 -7.48002 15.92676
C 22.06101 -6.77579 15.57999
H 22.83459 -4.86625 15.13566
H 20.61202 -3.70959 15.57811
H 18.72356 -5.13670 16.35317
H 20.91261 -8.55405 16.06978
H 22.95690 -7.36225 15.42648
C 26.65753 -3.57150 13.92535
C 25.66037 -3.32649 13.00523
C 24.74608 -4.30858 12.72983
N 24.67216 -5.45612 13.42497
C 25.65467 -5.70562 14.29447
C 26.64482 -4.78834 14.60818
H 27.51551 -2.93477 14.09699
H 25.62458 -2.38269 12.47388
H 23.94178 -4.20235 12.01078
H 25.65833 -6.67040 14.78593
H 27.42752 -5.00884 15.32070
C 16.74376 -8.45840 15.33197
O 17.73417 -8.41015 14.33996
H 15.76873 -8.57733 14.85308
H 16.83660 -9.27692 16.05218
H 16.68509 -7.50439 15.86823
H 18.54109 -8.01657 14.68696
*
```

Energy above the lowest of the compared OMol25 structures with the same formula, charge and spin   0.000 eV
DFT total energy   -2932.75683 a.u.

Atomic partial charges in e from the Löwdin method, atoms 1 to 5: 0.026, -0.288, -0.014, -0.074, -0.100



# C53H49N3NiO6P2S3

A molecular structure, C53H49N3NiO6P2S3 (the ωB97M-V functional and the def2-TZVPD basis, the OMol25 dataset).

Structure (ORCA input):
```
! RIJCOSX wB97M-V def2-TZVPD def2/J DEFGRID3
* xyz 0 3
Ni 0.65209 -0.21010 0.27238
C -6.25222 3.57812 -2.44107
S -6.36140 2.50725 -0.98822
C -5.05571 3.28146 0.01827
C -3.64972 2.83719 -0.35685
C -3.45881 1.32568 -0.13329
N -2.07462 0.84685 0.03653
P -1.16413 0.86087 1.51099
C -1.41148 2.58335 2.11216
C -0.39581 3.50585 1.86783
C -0.54204 4.83489 2.24558
C -1.70204 5.25211 2.88376
C -2.71354 4.33534 3.14938
C -2.56554 3.00860 2.77091
C -2.20009 -0.03120 2.72674
C -3.15977 -0.97106 2.35952
C -3.80125 -1.74144 3.32174
C -3.47394 -1.59388 4.66243
C -2.50873 -0.66592 5.03899
C -1.87662 0.11233 4.07968
P -0.90487 0.64235 -1.19330
C -1.13266 2.16495 -2.20497
C -0.43385 3.30190 -1.80027
C -0.64035 4.52237 -2.42824
C -1.53919 4.61510 -3.48258
C -2.22620 3.48386 -3.90839
C -2.02444 2.26382 -3.27434
C -1.52165 -0.58496 -2.40287
C -0.68938 -0.78189 -3.51090
C -1.00001 -1.73252 -4.46826
C -2.15268 -2.50508 -4.33228
C -2.98298 -2.31397 -3.23998
C -2.66560 -1.35871 -2.27541
H -6.97126 3.20928 -3.17113
H -5.25122 3.54278 -2.87270
H -6.50651 4.60264 -2.17072
H -5.28811 3.02826 1.05601
H -5.16354 4.36080 -0.09787
H -2.93254 3.39143 0.24459
H -3.46404 3.09817 -1.39666
H -3.91789 0.79069 -0.96371
H -4.01482 1.04550 0.76587
H 0.52086 3.16704 1.39486
H 0.25459 5.54386 2.05154
H -1.81568 6.28645 3.18762
H -3.61842 4.65614 3.65276
H -3.36101 2.30237 2.98358
H -3.39019 -1.11992 1.30996
H -4.54920 -2.46679 3.02048
H -3.96084 -2.20639 5.41224
H -2.24497 -0.55283 6.08476
H -1.10854 0.82229 4.36907
H 0.26438 3.22469 -0.97146
H -0.09935 5.40194 -2.09729
H -1.69971 5.56545 -3.97913
H -2.92766 3.54986 -4.73284
H -2.57985 1.39366 -3.60309
H 0.21448 -0.18268 -3.60723
H -0.34187 -1.88012 -5.31816
H -2.40049 -3.24900 -5.07995
H -3.88167 -2.91058 -3.13238
H -3.31785 -1.22376 -1.41849
C -1.21903 -4.72708 2.41674
C -1.53467 -4.40521 1.10595
C -1.14642 -3.16641 0.61492
N -0.49514 -2.26057 1.34398
C -0.20412 -2.57747 2.60720
C -0.53532 -3.79451 3.18206
H -1.50057 -5.68593 2.83562
H -2.07168 -5.09695 0.46867
H -1.35235 -2.89098 -0.41290
H 0.30904 -1.81279 3.18107
H -0.26120 -3.99629 4.20995
O 1.02724 -1.83065 -1.22038
S 2.04231 -2.60389 -1.99790
C 3.19838 -1.52706 -2.92128
C 3.44575 -1.93009 -4.30828
C 4.07789 -1.10174 -5.14844
C 4.34174 0.28232 -4.77668
C 3.94291 0.79900 -3.60729
C 3.38755 -0.01333 -2.51271
C 3.48200 -2.83597 -0.74120
C 2.77351 -3.18289 0.57047
C 2.56449 -4.65157 0.72678
C 3.18486 -5.54883 -0.03568
C 4.18266 -5.14843 -1.03260
C 4.39032 -3.86525 -1.31042
H 3.08053 -2.90294 -4.62550
H 4.29985 -1.41795 -6.16043
H 4.77182 0.93713 -5.52715
H 3.97063 1.86831 -3.42671
H 2.79280 0.97752 -0.92952
H 1.81290 -2.67654 0.55880
H 1.89633 -4.95403 1.52573
H 3.00624 -6.60521 0.12617
H 4.78932 -5.91124 -1.50712
H 5.16195 -3.55255 -2.00569
O 4.02281 -1.54236 -0.68599
C 4.28004 -1.08114 -1.97182
O 2.43145 0.59071 -1.73508
H 5.31537 -1.08782 -2.29646
O 3.49273 -2.69927 1.70368
C 3.32198 -1.37435 1.99585
N 2.19010 -0.69448 1.62438
S 2.31415 0.83677 2.15203
O 1.36467 1.16354 3.20051
O 2.31158 1.76456 1.01787
C 3.90303 0.67991 2.86473
C 4.67476 1.59255 3.55715
C 5.88202 1.16468 4.09131
C 6.29659 -0.17542 3.92769
C 5.53136 -1.09305 3.24766
C 4.29614 -0.66922 2.70114
H 4.35009 2.62118 3.67196
H 6.50341 1.85790 4.64338
H 7.24341 -0.48541 4.35608
H 5.84396 -2.12390 3.13146
*
```

Energy above the lowest of the compared OMol25 structures with the same formula, charge and spin   3.722 eV
DFT total energy   -6050.22589 a.u.
<S²>   2.03

Atomic partial charges in e from the Löwdin method, atoms 1 to 5: 0.072, -0.410, 0.796, -0.492, -0.244